[1]
{
  "formula": "C38H41ClN4O5V",
  "method": "ωB97M-V with the def2-TZVPD basis set",
  "total_charge": 3,
  "homo_ev": [-16.49, -16.49],
  "lumo_energy_ha": [-0.427, -0.427],
  "gap_ha": [0.179, 0.179],
  "species": ["V", "C", "C", "C", "C", "C", "C", "C", "C", "C", "C", "C", "C", "N", "C", "O", "C", "C", "C", "C", "C", "N", "C", "O", "N", "C", "C", "C", "C", "C", "C", "C", "C", "C", "C", "C", "C", "H", "H", "H", "H", "H", "H", "H", "H", "H", "H", "H", "H", "H", "H", "H", "H", "H", "H", "H", "H", "H", "H", "H", "H", "H", "H", "H", "H", "H", "H", "H", "H", "H", "H", "H", "H", "H", "Cl", "C", "C", "C", "C", "C", "C", "C", "O", "O", "H", "H", "H", "H", "O", "N"],
  "positions_angstrom": [[0.569, -0.027, 0.465], [0.071, 0.218, -3.664], [0.069, 1.772, -3.547], [0.932, 2.425, -4.691], [0.287, 2.621, -2.244], [-0.476, 3.810, -2.398], [-0.148, 4.809, -1.506], [0.703, 4.714, -0.425], [1.462, 3.501, -0.233], [2.564, 3.390, 0.880], [2.214, 4.257, 2.132], [3.776, 4.017, 0.057], [1.143, 2.406, -1.118], [1.450, 1.030, -0.802], [2.405, 0.464, -1.805], [3.022, 1.137, -2.575], [2.172, -1.026, -1.768], [3.005, -1.929, -2.478], [2.806, -3.320, -2.240], [1.866, -3.692, -1.303], [1.018, -2.751, -0.651], [1.298, -1.447, -0.883], [0.003, -2.876, 0.394], [-0.137, -3.715, 1.228], [-0.863, -1.643, 0.291], [-2.097, -1.613, -0.261], [-2.786, -2.778, -0.824], [-3.734, -2.453, -1.753], [-4.174, -1.164, -2.181], [-3.795, -0.046, -1.503], [-2.751, -0.236, -0.362], [-3.407, 0.169, 0.961], [-4.317, -0.942, 1.501], [-2.273, 0.673, 1.776], [-2.642, -4.276, -0.411], [-3.502, -4.518, 0.848], [-3.041, -5.108, -1.585], [-0.420, 0.027, -4.646], [-0.387, -0.367, -2.808], [0.988, -0.293, -3.815], [-0.939, 2.027, -3.816], [1.878, 2.896, -4.545], [0.326, 3.083, -5.266], [1.212, 1.689, -5.450], [-0.949, 3.967, -3.343], [-0.803, 5.667, -1.526], [0.913, 5.609, 0.160], [2.782, 2.331, 1.117], [2.001, 5.348, 1.963], [3.025, 4.126, 2.814], [1.362, 3.886, 2.721], [3.857, 5.092, 0.206], [3.575, 3.752, -0.985], [4.755, 3.501, 0.286], [3.692, -1.536, -3.142], [3.362, -4.068, -2.806], [1.807, -4.782, -0.996], [-4.220, -3.231, -2.338], [-4.940, -1.197, -2.944], [-4.147, 0.959, -1.679], [-4.086, 0.994, 0.742], [-3.631, -1.744, 1.920], [-5.094, -1.316, 0.814], [-4.808, -0.665, 2.415], [-1.810, 0.112, 2.569], [-2.527, 1.649, 2.183], [-0.921, 2.006, 0.670], [-1.598, -4.565, -0.235], [-4.571, -4.305, 0.682], [-3.114, -3.888, 1.588], [-3.400, -5.532, 1.261], [-4.114, -5.151, -1.703], [-2.794, -6.159, -1.289], [-2.450, -4.926, -2.502], [3.911, -0.529, 7.887], [3.361, -0.315, 6.269], [2.813, 0.926, 5.924], [2.239, 1.030, 4.660], [2.247, -0.074, 3.780], [2.857, -1.261, 4.062], [3.361, -1.391, 5.357], [1.668, -0.071, 2.507], [0.920, 0.888, 2.098], [1.727, -1.106, 1.693], [2.752, 1.760, 6.581], [1.756, 1.964, 4.368], [2.800, -2.083, 3.339], [3.889, -2.262, 5.662], [-1.629, 0.684, -0.552], [-1.177, 0.988, 0.763]],
  "forces_ev_per_angstrom": [[-0.4, 0.4, -1.5], [-1.0, 0.0, 0.2], [1.3, -0.3, 0.4], [-0.3, -1.5, -0.8], [-1.3, -0.3, -1.8], [3.5, -1.5, 1.0], [-2.2, 1.0, 0.7], [2.2, -1.8, -0.2], [-1.4, 0.0, 1.2], [-0.8, 1.7, -1.5], [-0.6, -0.4, -0.2], [0.6, -1.8, 0.6], [-1.4, 0.5, 0.9], [1.4, 0.5, -0.2], [-1.6, -0.2, -0.4], [-0.4, -1.0, 1.4], [2.9, -1.0, -0.7], [-2.7, -1.2, 1.9], [0.3, 1.9, -0.6], [-1.6, -1.7, 1.8], [3.2, 0.5, -1.6], [-0.9, 0.1, 0.4], [-1.8, -0.5, 0.8], [0.3, 0.9, -0.7], [-0.8, 0.3, 0.0], [1.4, -1.5, 0.3], [-0.2, 0.3, 0.8], [0.4, -0.7, -0.4], [0.0, 2.0, 1.2], [1.2, -1.9, -0.2], [-0.2, 0.0, -1.6], [-1.7, -0.7, -0.8], [1.6, -1.3, 1.3], [1.3, 1.9, 0.3], [0.3, 1.0, -0.4], [-0.1, -0.9, -1.0], [0.5, -2.5, 0.1], [-0.2, -0.1, 1.0], [-0.2, 0.9, -1.0], [1.4, 0.1, -0.1], [-0.5, 0.0, 0.0], [0.5, 0.5, 1.2], [-0.5, 0.9, -0.2], [-0.3, -0.5, 0.2], [-0.8, 0.3, 0.0], [0.4, 0.6, -0.2], [-0.2, -0.4, 0.0], [-0.2, 0.6, 0.0], [0.6, -1.2, -0.1], [0.8, 0.4, 0.4], [-0.1, -0.1, -0.5], [0.0, -0.1, -0.1], [0.4, 0.5, -0.1], [-1.0, 0.8, 0.1], [1.4, 0.6, -1.3], [0.0, 0.2, 0.4], [-0.3, 1.4, -0.6], [0.3, -0.2, 0.5], [0.0, 0.5, -0.1], [-0.1, 0.1, 0.0], [0.3, 0.3, -0.2], [-0.9, 0.3, -1.0], [0.7, 0.2, 0.1], [-0.5, 0.7, 0.2], [-0.2, -0.7, 0.1], [-0.1, -0.1, 0.3], [-0.3, -0.8, 0.5], [-0.4, 0.4, 0.3], [0.4, 0.0, 0.0], [0.3, 1.1, 1.4], [0.0, 0.1, -0.5], [-0.3, 0.2, -0.6], [-0.2, 0.6, -0.4], [-0.6, 0.2, 0.3], [0.0, -0.1, -0.7], [-0.4, -0.2, 0.3], [-0.7, -0.5, -1.9], [0.0, 0.3, 0.6], [0.0, 1.0, -0.8], [0.8, -1.5, 2.3], [0.6, 0.4, -0.4], [0.0, -0.6, 1.3], [-0.4, 0.1, -1.2], [-1.1, 2.1, -1.3], [0.2, 0.3, 0.6], [0.2, -0.3, 0.0], [0.4, 0.3, 0.6], [0.1, -0.8, 0.2], [-0.9, 0.1, 0.3], [0.4, 0.8, -0.8]]
}



[2]
{
  "formula": "C38H41CoN2O3P2S4",
  "method": "ωB97M-V with the def2-TZVPD basis set",
  "total_charge": 1,
  "s2": 0.777,
  "multiplicity": 2,
  "homo_ev": [-10.42, -10.42],
  "lumo_energy_ha": [-0.103, -0.075],
  "gap_ha": [0.280, 0.308],
  "species": ["Co", "C", "S", "C", "C", "C", "N", "P", "C", "C", "C", "C", "C", "C", "C", "C", "C", "C", "C", "C", "P", "C", "C", "C", "C", "C", "C", "C", "C", "C", "C", "C", "C", "H", "H", "H", "H", "H", "H", "H", "H", "H", "H", "H", "H", "H", "H", "H", "H", "H", "H", "H", "H", "H", "H", "H", "H", "H", "H", "H", "H", "H", "S", "C", "N", "C", "C", "S", "H", "H", "H", "H", "H", "C", "C", "C", "C", "C", "C", "C", "S", "O", "O", "O", "H", "H", "H", "H", "H", "H", "H"],
  "positions_angstrom": [[-1.081, -0.459, -1.051], [1.715, 7.062, 1.425], [1.374, 5.809, 2.670], [2.181, 4.374, 1.913], [1.178, 3.418, 1.281], [1.871, 2.206, 0.671], [0.940, 1.237, 0.081], [0.241, 1.248, -1.457], [1.504, 0.934, -2.695], [1.210, 1.166, -4.037], [2.141, 0.847, -5.010], [3.366, 0.300, -4.650], [3.661, 0.067, -3.315], [2.726, 0.377, -2.338], [-0.357, 2.913, -1.769], [-1.682, 3.252, -1.527], [-2.097, 4.568, -1.678], [-1.196, 5.541, -2.075], [0.129, 5.207, -2.333], [0.546, 3.896, -2.187], [0.001, 0.049, 0.837], [-0.888, 0.787, 2.208], [-2.130, 1.365, 1.960], [-2.781, 2.067, 2.962], [-2.194, 2.189, 4.212], [-0.963, 1.600, 4.471], [-0.310, 0.895, 3.474], [1.086, -1.191, 1.560], [0.508, -2.182, 2.352], [1.297, -3.173, 2.909], [2.668, -3.179, 2.683], [3.246, -2.202, 1.888], [2.455, -1.213, 1.321], [1.266, 7.990, 1.775], [1.268, 6.813, 0.462], [2.785, 7.223, 1.307], [2.774, 3.870, 2.678], [2.889, 4.739, 1.166], [0.604, 3.953, 0.522], [0.461, 3.099, 2.040], [2.468, 1.684, 1.425], [2.571, 2.516, -0.113], [0.259, 1.596, -4.329], [1.911, 1.024, -6.051], [4.092, 0.056, -5.413], [4.614, -0.359, -3.034], [2.952, 0.185, -1.297], [-2.392, 2.493, -1.224], [-3.130, 4.827, -1.490], [-1.525, 6.564, -2.196], [0.831, 5.965, -2.652], [1.576, 3.637, -2.401], [-2.585, 1.277, 0.979], [-3.745, 2.517, 2.766], [-2.700, 2.740, 4.993], [-0.512, 1.693, 5.449], [0.648, 0.433, 3.678], [-0.561, -2.188, 2.534], [0.841, -3.942, 3.517], [3.283, -3.951, 3.124], [4.312, -2.207, 1.708], [2.916, -0.450, 0.706], [-2.679, 0.007, -2.691], [-4.116, -0.871, -2.386], [-4.224, -2.131, -2.067], [-5.561, -2.710, -2.054], [-6.546, -1.539, -1.978], [-5.645, -0.082, -2.581], [-3.386, -2.724, -2.004], [-5.664, -3.369, -1.195], [-5.698, -3.299, -2.964], [-6.872, -1.356, -0.956], [-7.418, -1.708, -2.603], [1.977, -7.294, 1.966], [1.235, -6.248, 1.189], [-0.148, -6.111, 1.315], [-0.832, -5.136, 0.614], [-0.126, -4.273, -0.216], [1.245, -4.384, -0.356], [1.913, -5.379, 0.344], [-1.005, -3.080, -1.146], [-1.887, -3.797, -2.039], [-1.772, -2.177, -0.205], [-0.013, -2.201, -1.788], [1.347, -8.158, 2.173], [2.315, -6.899, 2.926], [2.857, -7.635, 1.423], [-0.694, -6.785, 1.961], [-1.906, -5.051, 0.712], [1.779, -3.707, -1.007], [2.985, -5.474, 0.228]],
  "forces_ev_per_angstrom": [[-0.3, 0.2, 0.6], [0.0, 0.1, -0.1], [0.1, 0.0, 0.1], [0.0, 0.0, -0.1], [0.0, 0.1, 0.1], [0.0, 0.0, -0.1], [0.1, -0.1, 0.1], [-0.3, -0.1, -0.2], [0.1, 0.1, 0.1], [0.0, 0.0, -0.1], [0.0, 0.0, 0.0], [0.0, 0.0, 0.0], [0.0, 0.0, 0.0], [0.1, 0.0, 0.0], [0.3, 0.1, -0.3], [0.0, 0.0, 0.1], [-0.1, 0.0, 0.0], [0.1, 0.0, 0.0], [0.0, 0.0, 0.0], [0.0, 0.0, 0.0], [0.1, -0.3, -0.5], [0.0, 0.0, 0.2], [0.0, 0.0, 0.0], [0.0, 0.0, 0.0], [0.0, 0.0, 0.0], [0.0, 0.0, 0.0], [0.0, 0.0, 0.0], [0.0, 0.1, 0.1], [0.0, -0.1, 0.1], [0.1, 0.0, 0.0], [-0.1, 0.0, 0.0], [0.0, 0.0, 0.0], [0.0, 0.1, -0.1], [0.0, 0.0, 0.0], [0.0, -0.1, 0.0], [0.0, 0.0, 0.0], [-0.1, 0.0, 0.1], [0.0, 0.0, 0.0], [0.0, 0.0, 0.0], [0.0, 0.0, 0.0], [0.0, 0.0, 0.0], [0.0, 0.0, 0.0], [0.0, 0.0, 0.0], [0.0, 0.0, 0.0], [0.0, 0.0, 0.0], [0.0, 0.0, 0.0], [0.0, 0.0, 0.0], [0.0, 0.0, 0.0], [0.0, 0.0, 0.0], [0.0, 0.0, 0.0], [0.0, 0.0, 0.0], [0.0, 0.0, 0.0], [0.0, 0.0, 0.0], [0.0, 0.0, 0.0], [0.0, 0.0, 0.0], [0.0, 0.0, 0.0], [0.0, 0.0, 0.0], [0.0, 0.0, 0.0], [0.0, 0.0, 0.0], [0.0, 0.0, 0.0], [0.0, 0.0, 0.0], [0.0, 0.0, 0.0], [-0.1, 0.0, 0.2], [0.3, 0.1, -0.1], [0.2, 0.0, 0.1], [0.0, -0.1, 0.0], [-0.1, -0.1, 0.0], [0.0, 0.1, -0.1], [-0.1, 0.0, -0.1], [0.0, 0.0, 0.0], [0.0, 0.0, 0.0], [0.0, 0.0, 0.0], [0.0, 0.0, 0.0], [0.0, -0.1, 0.0], [-0.1, 0.0, 0.0], [0.0, 0.0, 0.0], [0.0, 0.0, 0.0], [-0.1, -0.1, 0.2], [0.1, 0.0, 0.0], [0.0, 0.0, -0.1], [0.2, 0.5, 0.1], [-0.2, 0.1, 0.1], [0.0, -0.4, -0.4], [0.1, -0.2, 0.0], [0.0, 0.0, 0.0], [0.0, 0.0, 0.0], [0.0, 0.0, 0.0], [0.0, 0.0, 0.0], [0.0, 0.0, 0.0], [0.0, 0.0, 0.0], [0.0, 0.0, 0.0]]
}



For each record above, in turn, the calculated relative energy (zero: lowest compared OMol25 entry of this formula, charge and spin) values are 27.82; 0.00 kJ/mol.
For each record above, in turn, the calculated largest force on an atom values are 3.95; 0.68 eV/Å.